Entry from the Open Molecules 2025 dataset: a cluster of 9 separate species, C36H54O27 in total in a non-equilibrium geometry (the ωB97M-V functional and the def2-TZVPD basis).

Geometry as ORCA input:
```
! wB97M-V def2-TZVPD RIJCOSX def2/J DEFGRID3
* xyz 0 1
O 4.36 -5.79 -7.40
O -0.02 -1.34 1.52
O 0.51 4.38 3.68
O -4.23 -5.64 4.59
O -8.39 7.68 -2.01
O 6.84 -5.61 -2.08
O -9.71 7.29 -0.15
O -4.16 -5.75 6.75
O -6.08 -5.08 5.68
O 0.79 5.86 1.96
O -7.45 6.96 -0.18
O 2.35 5.49 3.51
O -2.56 -3.83 -4.43
O 9.05 -5.62 -1.67
O 0.05 8.86 -5.74
O -3.77 -0.81 10.06
O 8.10 -3.71 -1.66
O -0.13 -0.21 -0.40
O -1.60 10.44 -6.04
O 5.66 -3.95 -7.53
O -0.42 9.61 -7.79
O -5.16 -0.34 11.76
O -4.64 -4.87 -4.03
O 1.15 -1.94 -0.25
O -2.93 -0.19 12.01
O -3.54 -3.93 -2.34
O 6.51 -6.17 -7.83
C -7.03 7.45 -2.33
C 0.31 -1.20 0.38
C -4.90 -5.51 5.70
C -4.66 -4.48 -1.77
C -1.80 -0.24 11.14
C 0.38 -0.30 -1.74
C 0.86 6.71 -6.12
C -2.85 -6.11 6.35
C -4.05 -0.43 11.28
C 0.98 1.04 -2.01
C 1.28 4.00 4.79
C -6.34 7.18 -0.96
C 5.62 -5.41 -7.58
C 10.12 -4.65 -1.47
C -2.37 -0.91 9.92
C -8.62 7.35 -0.72
C 1.19 5.24 2.94
C -2.03 -0.11 8.63
C 0.25 8.40 -7.97
C 11.34 -5.20 -2.29
C -3.07 -6.36 4.89
C -5.27 -3.45 -0.83
C 7.90 -5.03 -1.86
C -5.49 -4.97 -2.93
C 4.51 -3.48 -6.90
C 9.44 -3.38 -1.88
C 1.40 -1.49 -1.55
C 3.55 -4.72 -6.94
C -5.49 5.96 -0.93
C 4.00 -2.40 -7.81
C -0.76 9.69 -6.48
C 2.65 4.61 4.52
C -2.47 -7.35 7.18
C -3.52 -4.18 -3.67
C 3.05 5.42 5.72
C 0.90 8.18 -6.62
H 2.38 -1.00 -1.61
H 3.43 4.95 6.63
H 3.80 -2.90 -8.75
H -6.57 8.32 -2.81
H 2.17 5.96 6.08
H -6.06 5.19 -1.46
H -6.01 -3.89 -0.16
H -6.39 -4.37 -3.05
H 10.28 -4.70 -0.39
H -3.16 -8.17 6.98
H 1.26 6.68 -5.11
H -5.75 -2.70 -1.46
H -2.46 -7.09 8.24
H 1.34 0.99 -3.03
H -4.55 -3.03 -0.13
H 1.38 6.01 -6.77
H 9.56 -2.90 -2.84
H 4.62 -1.53 -8.01
H 3.84 6.14 5.53
H -4.38 -5.31 -1.12
H 3.32 3.79 4.26
H 1.49 -2.23 -2.34
H -2.04 0.96 8.78
H 11.12 -5.48 -3.32
H -1.09 -0.91 11.62
H 11.73 -6.10 -1.81
H 1.81 1.19 -1.31
H -0.40 7.56 -8.17
H -6.98 6.60 -3.01
H 3.16 -4.79 -5.92
H 0.27 1.86 -2.12
H 12.20 -4.54 -2.41
H 1.43 2.93 4.88
H -1.30 0.68 10.84
H 2.74 -4.54 -7.64
H 9.69 -2.62 -1.14
H -4.51 6.05 -1.41
H -5.80 8.06 -0.61
H 3.04 -2.00 -7.47
H -2.13 -1.96 9.80
H 4.62 -3.17 -5.86
H -3.12 -7.38 4.53
H -1.44 -7.64 6.97
H -1.04 -0.34 8.23
H -5.16 5.60 0.04
H -0.45 -0.56 -2.40
H 1.85 8.69 -6.46
H -2.16 -5.27 6.39
H 1.01 8.69 -8.70
H 0.75 4.43 5.64
H -0.18 6.38 -6.11
H -2.77 -0.29 7.85
H -5.69 -6.03 -2.73
H -2.28 -5.88 4.31
*
```

Calculated values
HOMO energy in eV: -10.48
Orbital gap in eV: 10.46

Atom charges from the Löwdin analysis, given in e for atoms 1 to 2:
1. O 0.081
2. O 0.138